Record 1
A cluster of 9 separate species, C39H64O15S5 in total at a distorted geometry, computed with ωB97M-V/def2-TZVPD.

Structure (XYZ):
```
123
Properties=species:S:1:pos:R:3:forces:R:3:mulliken_charge:R:1
C -10.755 7.167 -14.510 0.58 -0.26 0.50 -0.91
C -9.580 8.107 -14.736 -1.05 0.70 -0.83 -0.28
O -8.465 7.304 -15.119 1.10 0.28 -0.21 -0.31
S -6.986 7.951 -14.909 -0.57 -0.17 1.03 1.20
C -6.838 7.630 -13.111 1.06 1.09 -1.48 -0.90
O -6.070 7.160 -15.672 -0.50 0.14 0.36 -0.61
O -7.050 9.378 -15.108 -0.16 -0.71 0.08 -0.64
H -10.469 6.378 -13.811 0.01 0.09 0.13 0.00
H -11.009 6.658 -15.438 -0.14 0.19 -0.07 0.33
H -11.615 7.683 -14.087 -0.04 0.10 -0.19 0.40
H -9.838 8.780 -15.562 0.18 -0.18 -0.16 0.30
H -9.361 8.826 -13.943 0.15 -0.58 0.48 0.42
H -7.758 7.940 -12.635 -0.15 -0.41 0.11 0.35
H -6.062 8.339 -12.817 0.00 -0.09 0.17 0.37
H -6.461 6.628 -12.943 -0.47 -0.18 0.03 0.28
C -10.678 3.773 -11.648 -0.06 0.40 0.42 -1.22
C -9.448 3.940 -10.787 0.59 -1.01 -1.43 1.78
O -9.034 5.299 -10.728 0.74 0.88 0.46 -0.26
S -7.636 5.631 -9.972 -1.07 0.58 1.64 0.89
C -8.177 5.533 -8.225 0.62 -0.18 -1.22 -0.22
O -6.659 4.600 -10.214 -0.99 0.45 -0.41 -0.32
O -7.395 7.022 -10.257 0.17 -0.96 -0.26 -0.66
H -10.898 2.703 -11.639 -0.35 0.04 0.06 0.44
H -10.515 4.045 -12.690 0.09 0.20 0.06 0.51
H -11.487 4.368 -11.220 -0.23 -0.22 -0.24 0.04
H -9.587 3.472 -9.811 0.12 0.87 -0.41 -0.81
H -8.664 3.415 -11.346 0.15 -0.20 0.59 -0.57
H -7.316 5.466 -7.563 0.17 -0.03 -0.25 0.53
H -8.744 4.606 -8.170 -0.21 0.32 0.31 -0.47
H -8.706 6.454 -8.005 -0.38 -0.18 -0.10 0.19
C -6.566 1.343 -11.934 0.17 -1.40 -0.95 -0.14
C -5.466 1.251 -12.982 0.05 1.29 0.50 -0.85
O -5.973 0.790 -14.261 0.84 -0.13 -0.54 -0.31
S -4.779 0.724 -15.378 0.93 -0.13 1.16 1.27
C -3.883 -0.759 -14.799 -0.13 -0.33 -1.54 -0.98
O -5.378 0.484 -16.646 -0.39 -0.19 0.26 -0.62
O -3.875 1.838 -15.227 -0.79 -0.50 0.08 -0.62
H -7.357 2.003 -12.278 -0.05 0.13 0.28 0.06
H -6.142 1.586 -10.964 0.07 0.48 -0.14 -0.02
H -6.945 0.318 -11.840 -0.41 0.16 0.12 0.28
H -5.066 2.244 -13.181 0.23 -0.02 0.22 0.47
H -4.667 0.624 -12.584 0.07 -0.22 -0.33 0.42
H -2.821 -0.564 -14.679 -0.17 0.44 0.57 0.33
H -3.898 -1.434 -15.661 -0.30 0.05 0.02 0.40
H -4.369 -1.290 -13.988 0.04 0.36 0.25 0.30
C -3.849 5.064 -9.663 -0.53 0.02 -1.21 -1.13
C -4.195 4.046 -8.597 0.33 1.39 0.75 0.51
O -4.093 2.688 -9.000 0.90 -1.34 -0.01 -0.06
S -2.627 1.957 -9.104 -0.40 1.23 0.26 1.20
C -2.036 1.998 -7.394 -0.68 0.73 -0.24 -1.04
O -2.915 0.603 -9.442 -0.12 0.06 -0.09 -0.61
O -1.792 2.780 -9.937 -0.21 -0.64 0.62 -0.64
H -2.944 4.878 -10.235 0.32 -0.11 0.54 0.35
H -3.843 6.086 -9.282 0.11 -0.10 0.29 0.44
H -4.638 5.048 -10.424 0.25 0.00 0.25 0.15
H -3.636 4.236 -7.671 0.35 -0.28 -0.19 0.37
H -5.226 4.200 -8.270 -0.05 -0.31 -0.36 -0.55
H -1.112 1.441 -7.291 -0.05 -0.14 -0.22 0.43
H -2.830 1.631 -6.745 0.07 -0.41 -0.17 0.33
H -1.886 3.037 -7.100 0.25 -0.01 -0.24 0.35
C -13.242 3.005 -9.171 0.17 0.12 1.25 1.07
C -13.528 3.372 -7.723 -0.40 -0.05 0.04 -0.86
O -12.655 4.486 -7.436 0.63 -0.09 1.15 -0.14
S -12.348 4.862 -5.890 -0.31 1.25 -0.17 1.06
C -13.629 6.185 -5.714 1.18 -1.37 0.72 -1.15
O -12.585 3.723 -5.030 -0.07 0.89 -0.85 -0.62
O -11.066 5.525 -5.845 -0.84 -0.63 -0.35 -0.47
H -13.418 3.869 -9.803 -0.45 -0.26 -0.26 -0.46
H -13.833 2.111 -9.358 0.00 0.14 -0.68 0.48
H -12.174 2.792 -9.234 -0.08 -0.24 -0.07 -0.92
H -14.562 3.677 -7.519 0.02 0.18 -0.43 0.47
H -13.379 2.537 -7.035 0.53 0.08 -0.07 0.45
H -14.550 5.650 -5.501 -0.23 0.30 -0.18 0.38
H -13.617 6.797 -6.607 -0.09 -0.15 -0.13 0.28
H -13.294 6.760 -4.854 -0.18 0.03 0.05 0.43
C -6.461 11.038 -6.647 -0.13 -0.63 -0.42 -0.37
C -7.156 10.588 -7.768 -0.03 0.75 0.53 -0.56
C -8.049 9.542 -7.659 -0.86 -0.33 -0.03 -0.15
C -8.281 8.938 -6.425 1.30 -0.04 0.31 -0.22
C -7.570 9.380 -5.305 -0.58 -0.16 -0.39 -0.52
C -6.679 10.436 -5.410 0.30 0.45 -0.06 -0.46
H -5.720 11.801 -6.844 -0.06 0.21 0.56 0.36
H -7.052 11.204 -8.653 0.02 -0.51 -0.35 0.37
H -8.635 9.220 -8.512 0.18 -0.03 -0.12 0.38
H -8.846 8.026 -6.281 -0.49 0.21 -0.33 0.46
H -7.786 8.860 -4.380 0.30 0.24 0.22 0.39
H -6.159 10.834 -4.547 0.03 -0.21 0.10 0.35
C -14.657 6.160 -10.843 0.37 -0.67 -0.05 -0.26
C -14.719 5.185 -11.844 -0.21 0.19 0.59 -0.08
C -15.916 4.925 -12.498 0.38 0.06 0.09 -0.64
C -17.040 5.672 -12.169 0.13 0.34 0.16 -0.31
C -16.950 6.673 -11.202 -0.41 -0.49 0.51 -0.43
C -15.784 6.866 -10.468 0.15 0.13 -0.63 -0.50
H -13.720 6.296 -10.315 -0.03 0.08 0.04 0.47
H -13.863 4.542 -12.001 0.10 0.17 -0.32 0.33
H -15.898 4.134 -13.236 -0.42 0.01 -0.04 0.39
H -18.015 5.487 -12.599 0.11 -0.07 -0.28 0.37
H -17.857 7.199 -10.931 0.06 0.12 -0.02 0.34
H -15.714 7.558 -9.640 -0.21 0.15 -0.09 0.38
C -7.943 1.993 -8.510 0.13 -0.72 -0.58 0.07
C -7.095 2.302 -7.459 -0.83 0.10 0.47 -0.64
C -7.659 2.770 -6.263 0.48 0.21 -0.30 -0.77
C -9.023 2.979 -6.167 -0.71 -0.72 -0.14 -0.78
C -9.867 2.622 -7.226 0.81 -0.54 0.59 -0.68
C -9.323 2.066 -8.382 -0.69 0.87 1.02 -0.08
H -7.531 1.633 -9.447 0.03 0.04 0.13 0.16
H -6.030 2.151 -7.560 0.04 0.04 -0.03 0.84
H -7.001 3.018 -5.439 -0.08 -0.04 0.11 0.38
H -9.538 3.287 -5.267 0.45 0.30 0.16 0.47
H -10.930 2.699 -7.054 -0.04 0.00 -0.30 0.60
H -10.052 1.885 -9.161 0.46 -0.70 -0.19 0.33
C -12.559 -1.115 -10.182 -0.46 0.31 -1.42 -0.58
C -12.371 -2.399 -10.651 0.61 -0.73 0.36 -0.39
C -11.146 -2.755 -11.200 0.12 -0.26 -0.11 -0.39
C -10.091 -1.861 -11.260 -0.23 0.07 0.54 -0.42
C -10.274 -0.566 -10.764 -0.16 -0.08 -0.88 0.15
C -11.549 -0.173 -10.379 -0.12 -0.10 0.68 0.41
H -13.589 -0.845 -9.975 0.20 0.33 0.52 0.29
H -13.129 -3.163 -10.535 -0.16 0.16 -0.13 0.36
H -10.965 -3.744 -11.603 -0.26 -0.06 0.10 0.35
H -9.173 -2.253 -11.676 0.25 0.47 0.08 0.36
H -9.489 0.178 -10.812 0.12 -0.07 -0.06 0.13
H -11.770 0.876 -10.219 0.11 -0.06 0.26 -0.18
```
Positions in Å, forces in eV/Å.

The value obtained for the LUMO energy is 0.1 eV. The HOMO-LUMO gap is 9.50 eV. As for the SMILES: CCOS(C)(=O)=O.CCOS(C)(=O)=O.CCOS(C)(=O)=O.CCOS(C)(=O)=O.CCOS(C)(=O)=O.c1ccccc1.c1ccccc1.c1ccccc1.c1ccccc1.

Record 2
A cluster of 3 separate species, C3H9NO4 in total at a distorted geometry, computed with ωB97M-V/def2-TZVPD.

Structure (XYZ):
```
17
Properties=species:S:1:pos:R:3:forces:R:3:nbo_charge:R:1
O -0.950 -0.483 -2.012 0.01 0.87 0.04 -0.87
C -0.835 -0.067 -0.753 -1.32 -1.36 0.44 0.21
N 0.518 -0.416 -0.239 -0.51 0.90 0.32 -0.60
C 1.322 0.471 0.346 0.30 -0.47 0.04 0.53
O 2.523 0.274 0.563 0.12 0.02 0.03 -0.73
C -1.458 1.154 -0.212 0.41 2.43 -1.31 -0.50
H 0.965 -1.184 -0.720 -0.18 -0.11 0.04 0.40
H 0.832 1.405 0.643 -0.10 -0.04 0.00 0.13
H -1.896 1.856 -0.923 -0.01 -0.27 -0.03 0.18
H -1.738 1.359 0.808 0.31 -0.52 0.32 0.17
H -1.738 -0.507 -0.155 1.03 -1.45 0.17 0.18
H -2.221 -1.347 -1.915 -0.45 -0.45 0.20 0.51
H -3.533 -2.189 -2.351 0.07 0.09 -0.17 0.44
O -3.018 -1.937 -1.584 0.36 0.25 -0.10 -1.04
H 4.388 0.324 3.245 0.36 -0.26 -0.08 0.45
H 3.284 0.532 2.173 -0.05 0.04 -0.17 0.51
O 3.555 0.755 3.084 -0.34 0.30 0.25 -0.98
```
Positions in Å, forces in eV/Å.

Its net charge is -1. The value obtained for the LUMO energy (spin up / spin down) is 3.6 / 3.6 eV. As for the expectation value of S²: 0.75. The HOMO-LUMO gap (spin up / spin down) is 6.63 / 7.94 eV. As for the spin multiplicity: 2.

Record 3
An isolated molecule of C3H2N4O at a distorted geometry, computed with ωB97M-V/def2-TZVPD.

Structure (XYZ):
```
10
Properties=species:S:1:pos:R:3:forces:R:3:nbo_charge:R:1
O -2.127 -0.454 -0.166 4.22 1.24 0.67 -0.47
C -0.927 -0.123 -0.013 -1.53 -0.18 -0.86 0.45
C 0.145 -1.293 0.113 -5.66 -2.25 3.68 -0.01
N 1.335 -1.583 -0.103 2.42 2.67 -0.09 -0.19
N 1.790 -0.151 -0.509 -0.01 -1.42 -1.94 -0.04
N 1.383 0.580 0.377 1.31 -2.93 1.83 -0.04
N 0.807 1.672 -0.015 -3.82 3.12 -0.41 -0.15
C -0.473 1.373 -0.048 -1.18 0.09 -1.91 -0.02
H -0.511 -2.021 0.768 1.40 0.28 -1.99 0.22
H -1.423 2.001 -0.405 2.82 -0.60 1.03 0.25
```
Positions in Å, forces in eV/Å.

The value obtained for the LUMO energy is -1.7 eV. The HOMO-LUMO gap is 8.39 eV. As for the SMILES: O=c1cnnnnc1.

Record 4
The ion C4H7N2 with charge +1 at a distorted geometry, computed with ωB97M-V/def2-TZVPD.

Structure (XYZ):
```
13
Properties=species:S:1:pos:R:3:forces:R:3:nbo_charge:R:1
C -2.082 -0.425 -0.066 -2.41 -1.50 -0.99 0.03
C 1.675 -0.315 0.560 4.16 -1.98 -1.49 -0.17
C -0.068 1.162 -0.003 -0.64 2.59 -0.94 -0.11
C 0.748 -0.735 -0.549 0.48 -2.52 -4.27 0.01
N 1.228 0.585 -0.426 -1.65 -1.14 0.90 -0.09
N -0.870 -0.087 -0.002 1.33 1.87 0.66 -0.39
H -2.419 -1.523 -0.299 1.28 1.74 1.06 0.22
H -2.972 0.215 0.002 0.57 0.43 -0.43 0.21
H 1.270 -0.287 1.495 -0.95 0.70 2.69 0.22
H 2.702 -0.833 0.515 -1.55 0.98 -0.31 0.30
H 0.109 1.573 0.963 -0.65 0.50 0.93 0.23
H -0.157 2.066 -0.753 -0.86 -1.84 1.13 0.27
H 0.836 -1.396 -1.438 0.90 0.17 1.05 0.28
```
Positions in Å, forces in eV/Å.

Its net charge is +1. The value obtained for the LUMO energy (spin up / spin down) is -3.9 / -8.6 eV. As for the expectation value of S²: 2.02. The HOMO-LUMO gap (spin up / spin down) is 6.95 / 7.28 eV. As for the spin multiplicity: 3.